1.
Formula: C4H5N3
Source: the Open Molecules 2025 dataset
Level of theory: ωB97M-V with the def2-TZVPD basis set

The geometry in ORCA input format:
```
! wB97M-V def2-TZVPD RIJCOSX def2/J DEFGRID3
* xyz 0 1
C 2.04364 0.59025 0.01791
C -1.37570 -0.58929 -0.09943
C 0.07159 -0.72180 -0.13287
N 0.62910 0.42223 -0.00261
N -2.19057 -1.54650 0.00400
C -1.61345 0.90874 0.03509
N -2.15533 1.92790 0.05017
H -3.16807 -1.26248 0.05976
H 0.53428 -1.70178 0.00293
H 2.58434 -0.36128 0.08302
H 2.29242 1.22070 0.87231
H 2.34775 1.11330 -0.89026
*
```

Calculated values
Max |F| (eV/Å): 2.36
HOMO level (Ha): -0.3811
SMILES: [H]/N=C(C#N)/C=N/C
Energy above the lowest of the compared OMol25 structures with the same formula, charge and spin (kcal per mole): 60.4
LUMO level (eV): -0.407

2.
Formula: C4H5N3O
Source: the Open Molecules 2025 dataset
Level of theory: ωB97M-V with the def2-TZVPD basis set

The geometry in ORCA input format:
```
! wB97M-V def2-TZVPD RIJCOSX def2/J DEFGRID3
* xyz 0 1
C -1.10800 2.57565 -0.70545
C -0.33860 0.26347 -0.17714
C -0.85138 -0.90376 0.33568
C 1.71446 -0.63520 0.10382
H -0.54402 3.01516 -1.64376
H -2.25168 2.88055 -0.28643
H -0.81454 2.98544 0.54224
H -1.87248 -0.91430 0.55220
H 2.75712 -0.56832 -0.21189
N -0.05170 -1.89871 0.94214
N 1.44171 -1.79254 0.66675
N 0.97717 0.38476 -0.25112
O -1.29294 0.99324 -0.72477
*
```

Calculated values
Max |F| (eV/Å): 6.43
HOMO level (Ha): -0.3699
Energy above the lowest of the compared OMol25 structures with the same formula, charge and spin (kcal per mole): 134.5
LUMO level (eV): -0.332

3.
Formula: C4H5N3O
Source: the Open Molecules 2025 dataset
Level of theory: ωB97M-V with the def2-TZVPD basis set

The geometry in ORCA input format:
```
! wB97M-V def2-TZVPD RIJCOSX def2/J DEFGRID3
* xyz 0 1
C 0.60510 -1.37181 0.61905
C -0.46261 -0.19172 -0.68045
C -0.00810 1.71647 0.97811
C 0.97122 -0.62486 -0.63977
O -0.77564 -1.00522 0.42620
N -1.16721 0.32656 -1.57720
N -0.94538 2.08973 1.54718
N 2.02716 -0.48494 -1.28444
H -2.15300 0.43064 -1.35567
H -1.78918 2.42831 1.96034
H 1.93615 0.09179 -2.11865
H 0.74835 -2.45286 0.58493
H 1.01314 -0.95210 1.54036
*
```

Calculated values
Max |F| (eV/Å): 2.29
HOMO level (Ha): -0.3688
Energy above the lowest of the compared OMol25 structures with the same formula, charge and spin (kcal per mole): 92.3
LUMO level (eV): 0.436

Which value of energy above the lowest of the compared OMol25 structures with the same formula, charge and spin does entry 1 give?
60.4 kcal per mole

Number 3 is which compound?
C4H5N3O

HOMO level of number 1 (C4H5N3)?
-0.3811 Ha

The highest energy above the lowest of the compared OMol25 structures with the same formula, charge and spin belongs to which entry?
number 2